Entry 1:
31
Properties=species:S:1:pos:R:3:forces:R:3 method="wB97M-V/def2-TZVPD" multiplicity=1 total_charge=+2
C 3.188 -0.408 0.343 0.0511 0.0995 -0.4073
C 2.890 1.092 0.321 0.5363 0.2924 0.0960
O 2.058 1.414 -0.796 -0.5144 -0.6934 0.5024
B 0.760 1.759 -0.645 -0.0665 0.8074 -0.6137
O 0.381 2.710 0.318 0.9552 -1.1436 0.6830
B -0.527 0.962 -1.495 -0.1399 0.9954 -1.0431
O -1.786 1.525 -1.398 0.3042 -0.7183 0.6906
B -2.635 0.702 -0.690 -0.3263 0.5505 -0.3545
C -3.854 1.335 0.086 0.0881 -0.6215 0.3477
O -3.356 1.804 1.394 0.4283 0.1761 -0.5122
O -2.144 1.050 1.829 -0.5593 -0.4577 0.0693
O -2.275 -0.637 -0.531 0.5565 -0.0143 -0.2359
B -1.156 -1.125 -1.198 -0.0463 0.2437 -0.6879
P -0.476 -2.763 -0.479 -0.9661 -1.8867 -0.8736
C 1.163 -2.970 -1.204 0.6515 0.6278 0.5231
O -0.202 -1.980 1.055 0.5522 2.3125 0.8979
O -0.381 -0.302 -2.016 -0.3929 -0.4415 1.0784
H 2.561 -1.006 1.034 0.0409 0.0453 0.0248
H 4.232 -0.595 0.607 -0.2369 -0.0459 0.1547
H 3.012 -0.809 -0.659 0.1453 0.0585 0.1704
H 2.394 1.417 1.274 0.3685 0.3482 -0.2053
H 3.807 1.685 0.274 -0.2046 -0.0459 -0.0118
H -0.046 2.407 1.129 -1.0137 1.4935 -0.4048
H -4.239 2.208 -0.452 0.2125 0.1011 0.4106
H -4.676 0.632 0.257 0.1429 0.0806 0.0844
H -2.580 0.477 2.496 0.1842 0.3244 -0.1846
H 1.118 -3.776 -1.944 -0.1360 0.1492 0.0762
H 1.582 -2.058 -1.641 -0.1426 -0.2631 -0.1168
H 1.832 -3.312 -0.403 -0.0792 -0.1218 -0.1982
H -1.088 -1.729 1.373 -0.2698 -0.8986 -0.0663
Sn 0.441 0.292 1.761 -0.1234 -1.3540 0.1065

Entry 2:
24
Properties=species:S:1:pos:R:3:forces:R:3 method="wB97M-V/def2-TZVPD" multiplicity=1 relative_energy_kcal_mol=0.00 total_charge=+1
Ba 0.831 -1.619 -1.716 -1.4332 0.0743 -3.9922
N -1.720 -2.094 -0.541 -1.2152 -1.2696 0.1797
C -1.908 -1.436 0.813 -0.1748 -1.5007 -0.2532
C -1.147 -0.136 1.081 -1.6645 -1.0291 2.9707
N -0.754 0.673 0.007 -1.0192 -0.4899 -0.2589
C 0.477 1.378 0.295 -0.4462 1.0905 -0.3683
C 0.713 2.066 -1.031 1.5031 -0.3705 -0.3046
N 1.716 1.202 -1.742 -0.0181 0.7251 -0.3399
H -2.710 -2.120 -0.902 1.6440 0.0427 -0.1254
H -1.569 -3.108 -0.327 -0.0922 1.0187 -0.2773
H -1.542 -2.173 1.593 -0.8887 0.8903 -0.7411
H -3.012 -1.326 0.827 0.7424 0.2783 0.8863
H -0.294 -0.416 1.712 -0.2453 0.3627 -0.2757
H -1.899 0.417 1.719 0.9793 -0.3208 -0.0308
H -1.593 1.270 -0.132 1.4717 0.0831 -0.4991
H 1.260 0.671 0.666 -0.7767 0.5532 -0.9518
H 0.454 2.133 1.071 -0.6778 0.2717 0.5140
H 0.985 3.129 -0.900 0.3274 -0.4691 -0.2933
H -0.183 2.008 -1.671 0.2498 0.2762 0.5093
H 2.565 1.074 -1.174 -0.4159 0.5397 -0.4101
H 1.948 1.720 -2.588 0.5003 -0.4177 0.0316
O 3.161 -0.674 1.890 -2.0963 -3.6895 -7.1525
N 2.971 -1.236 0.817 -0.6956 3.0596 5.9285
O 1.252 -1.404 0.233 4.4417 0.2910 5.2541

Entry 3:
23
Properties=species:S:1:pos:R:3:forces:R:3 method="wB97M-V/def2-TZVPD" multiplicity=1 total_charge=+1
C -1.741 1.677 -1.844 -0.1441 -0.0089 0.4638
C -2.186 1.021 -0.515 -0.0618 0.3167 -0.7137
C -1.740 -0.429 -0.409 -0.4969 -0.1027 -0.0663
Br -3.239 -1.661 -0.175 0.2188 0.1803 0.0882
N -0.744 -0.757 0.696 -0.4751 -0.2484 0.0594
N -0.642 0.092 1.829 0.4538 -0.0205 0.1172
H -1.522 0.941 -2.610 0.1232 -0.0553 -0.1235
H -0.882 2.315 -1.668 0.2452 -0.0177 -0.2417
H -2.541 2.300 -2.221 -0.0708 0.1627 -0.0592
H -1.848 1.658 0.295 0.0342 -0.2010 0.3011
H -3.267 1.039 -0.486 -0.1810 -0.0646 0.1935
H -1.282 -0.736 -1.337 0.2580 -0.2041 -0.0600
H 0.189 -0.896 0.287 0.4543 0.2470 0.0827
H -1.009 -1.677 1.057 0.0298 -0.0278 -0.0169
H -1.567 0.333 2.170 -0.0418 -0.0416 -0.0716
H -0.125 0.925 1.575 -0.1309 0.0364 -0.0166
C 3.706 -0.727 1.069 0.0532 -0.0083 0.0410
N 3.143 -1.067 -0.268 0.2518 -0.0658 -0.1582
O 3.903 -1.277 -1.171 -0.2544 0.0392 0.1500
O 1.915 -1.120 -0.373 -0.1498 0.0954 0.0882
H 4.786 -0.726 0.990 0.0051 -0.0151 -0.0702
H 3.330 0.255 1.342 -0.0549 -0.0204 0.0137
H 3.362 -1.483 1.769 -0.0659 0.0245 -0.0008

Entry 4:
18
Properties=species:S:1:pos:R:3:forces:R:3 method="wB97M-V/def2-TZVPD" multiplicity=1 relative_energy_kcal_mol=12.86 smiles=CNC.CC total_charge=0
C 0.700 2.996 1.508 0.2139 -0.6334 -0.7302
C 1.867 2.606 0.599 0.1115 -0.3916 -1.6529
H -0.181 2.397 1.261 0.1961 -0.3011 0.2461
H 0.342 3.997 1.275 0.4507 0.3256 0.5896
H 1.007 2.815 2.533 -0.4679 0.3939 0.2657
H 1.870 1.569 0.245 -0.3733 -0.2249 0.5682
H 1.788 3.109 -0.374 0.1046 0.3318 0.2453
H 2.894 2.737 0.939 -0.2407 0.4835 0.4625
C 0.313 -1.646 -0.604 -0.2357 0.3812 -0.7816
N -0.852 -2.407 -1.068 -0.1222 -0.5281 1.1938
C -2.122 -1.820 -0.637 -0.0958 0.1168 -0.7911
H 0.480 -0.911 -1.399 0.4004 0.1244 0.2730
H 0.196 -1.089 0.333 -0.2278 -0.2115 0.1323
H 1.194 -2.278 -0.515 -0.0019 -0.0763 -0.1094
H -0.822 -3.350 -0.678 0.1151 0.2871 -0.2054
H -2.343 -1.826 0.431 0.2688 -0.1458 0.3008
H -2.918 -2.361 -1.153 -0.0990 0.1345 0.0949
H -2.165 -0.775 -0.955 0.0033 -0.0660 -0.1015

| no. | orbital gap (eV) |
| --- | --- |
| 1 | 5.310 |
| 2 | 7.829 |
| 3 | 11.108 |
| 4 | 9.922 |